{
  "formula": "C40H55MgN5P2S",
  "method": "the ωB97M-V functional and the def2-TZVPD basis",
  "lumo_ev": -0.43,
  "gap_ha": 0.228,
  "charge": 0,
  "elements": ["Mg", "C", "C", "C", "C", "C", "C", "C", "C", "C", "C", "H", "H", "H", "H", "H", "H", "H", "H", "H", "H", "H", "H", "H", "H", "H", "C", "P", "C", "N", "C", "C", "C", "C", "C", "C", "N", "C", "P", "C", "C", "C", "C", "C", "C", "C", "C", "C", "H", "H", "H", "H", "H", "H", "H", "H", "H", "H", "H", "H", "H", "H", "H", "H", "H", "H", "H", "H", "H", "H", "H", "H", "H", "H", "H", "H", "C", "C", "C", "C", "C", "C", "C", "C", "H", "H", "H", "H", "H", "C", "C", "C", "N", "N", "C", "N", "S", "H", "H", "H", "H", "H", "H", "H"],
  "xyz": [[-0.31330, 0.80978, 0.10222], [-0.82008, 2.10896, 2.22054], [-1.64812, 2.38249, 1.08115], [-0.89054, 3.20880, 0.19838], [0.37744, 3.41477, 0.77002], [0.41488, 2.74182, 2.01188], [1.56293, 2.72500, 2.97444], [1.48783, 4.25395, 0.21026], [-1.43908, 3.82591, -1.05539], [-3.14299, 2.23885, 0.98808], [-1.21684, 1.44456, 3.51007], [1.66197, 1.75465, 3.46230], [1.44434, 3.47557, 3.76392], [2.51123, 2.93904, 2.47389], [2.46763, 3.79374, 0.36927], [1.52620, 5.24131, 0.68080], [1.37605, 4.40767, -0.86350], [-1.64847, 3.08470, -1.83096], [-0.74028, 4.55123, -1.47396], [-2.37199, 4.36066, -0.85130], [-3.53451, 1.54666, 1.73533], [-3.47537, 1.89105, 0.00767], [-3.63728, 3.20276, 1.15364], [-0.83856, 0.42224, 3.61846], [-2.30131, 1.40294, 3.62696], [-0.82804, 2.01136, 4.35932], [-3.29251, -1.06866, -0.63995], [-1.72260, -1.63396, 0.08991], [-1.40978, -3.13062, -0.96375], [-2.41148, -3.52141, -1.70645], [-2.31770, -4.72126, -2.33495], [-3.37375, -5.16525, -3.16383], [-3.30748, -6.40268, -3.73528], [-2.19397, -7.24613, -3.50485], [-1.15976, -6.83394, -2.71583], [-1.20127, -5.55020, -2.12407], [-0.14577, -5.10901, -1.39232], [-0.20751, -3.91289, -0.86553], [1.32622, -3.20589, -0.09259], [1.92392, -4.70729, 0.78266], [2.42927, -3.18354, -1.61444], [2.89334, -4.54894, -2.11554], [3.65284, -2.35496, -1.21136], [1.67244, -2.45275, -2.72486], [-2.24970, -2.47369, 1.68274], [-3.09323, -3.72834, 1.45984], [-0.99022, -2.83551, 2.47096], [-3.06169, -1.44622, 2.47667], [-4.03467, -1.85937, -0.71801], [-3.06923, -0.67993, -1.63422], [-3.67160, -0.24917, -0.03277], [-4.21809, -4.50519, -3.31282], [-4.11354, -6.75178, -4.36717], [-2.16696, -8.22461, -3.96618], [-0.29188, -7.45356, -2.53197], [1.81044, -5.60882, 0.18290], [1.37573, -4.82469, 1.71781], [2.97683, -4.56732, 1.03496], [3.51971, -5.05949, -1.38202], [3.49501, -4.40764, -3.01847], [2.05448, -5.20005, -2.36056], [4.17729, -2.78726, -0.35437], [3.35897, -1.33847, -0.95313], [4.36096, -2.30755, -2.04356], [0.86934, -3.07398, -3.12902], [2.35586, -2.22431, -3.54826], [1.23203, -1.51204, -2.38250], [-2.50702, -4.54053, 1.02411], [-3.94447, -3.53843, 0.80362], [-3.47947, -4.07627, 2.42193], [-0.40055, -3.59322, 1.95191], [-1.27585, -3.25036, 3.44220], [-0.34995, -1.96707, 2.63871], [-4.04543, -1.28468, 2.03453], [-2.54931, -0.48483, 2.53697], [-3.20782, -1.80903, 3.49739], [-0.46258, 0.65188, -2.01930], [-0.53632, 0.55355, -3.23420], [-0.63819, 0.42920, -4.66028], [-0.67044, 1.56307, -5.47622], [-0.76192, 1.43532, -6.85259], [-0.82438, 0.17711, -7.43628], [-0.79626, -0.95524, -6.63374], [-0.70402, -0.83261, -5.25697], [-0.62733, 2.54140, -5.01523], [-0.78783, 2.32206, -7.47306], [-0.89722, 0.07962, -8.51175], [-0.84817, -1.93914, -7.08263], [-0.68367, -1.71184, -4.62580], [4.28271, 0.45675, 3.99640], [4.39542, -0.41316, 2.74670], [3.58141, 0.10051, 1.60025], [2.31194, -0.03306, 1.49593], [1.79773, 0.53343, 0.35930], [2.70783, 1.07448, -0.41299], [2.43828, 1.62654, -1.60415], [4.29732, 0.97266, 0.26550], [4.91962, 0.06307, 4.78844], [3.25592, 0.47564, 4.35777], [4.58537, 1.48440, 3.79175], [4.04984, -1.42656, 2.95913], [5.43856, -0.49360, 2.43484], [1.51522, 1.47427, -2.01071], [3.17647, 1.98915, -2.17678]],
  "nbo_charge": [1.725, -0.164, -0.318, -0.151, -0.123, -0.126, -0.633, -0.626, -0.635, -0.624, -0.633, 0.210, 0.208, 0.202, 0.195, 0.208, 0.210, 0.223, 0.208, 0.205, 0.204, 0.208, 0.207, 0.200, 0.209, 0.216, -0.962, 0.771, 0.005, -0.445, 0.177, -0.210, -0.199, -0.203, -0.184, 0.088, -0.407, -0.107, 0.807, -0.945, -0.286, -0.627, -0.619, -0.626, -0.305, -0.620, -0.611, -0.622, 0.240, 0.264, 0.242, 0.229, 0.219, 0.218, 0.226, 0.240, 0.233, 0.230, 0.205, 0.206, 0.230, 0.204, 0.212, 0.210, 0.204, 0.211, 0.232, 0.207, 0.215, 0.213, 0.203, 0.210, 0.227, 0.213, 0.225, 0.215, -0.709, -0.079, -0.166, -0.196, -0.200, -0.222, -0.227, -0.140, 0.218, 0.211, 0.211, 0.212, 0.207, -0.593, -0.448, 0.063, -0.240, -0.514, 0.268, -0.804, 0.343, 0.214, 0.220, 0.211, 0.234, 0.215, 0.453, 0.405]
}

{
  "formula": "C40H56BFN7OS3SbSe4Ti",
  "method": "the ωB97M-V functional and the def2-TZVPD basis",
  "lumo_ev": [3.70, 3.23],
  "spin_multiplicity": 3,
  "relative_energy_kcal_mol": 33.0,
  "gap_ha": [0.153, 0.200],
  "charge": -2,
  "elements": ["Ti", "C", "C", "C", "C", "N", "N", "B", "N", "N", "C", "C", "C", "C", "C", "S", "C", "C", "C", "C", "N", "N", "C", "C", "C", "C", "C", "S", "C", "C", "C", "C", "C", "S", "C", "C", "C", "C", "H", "H", "H", "H", "H", "H", "H", "H", "H", "H", "H", "H", "H", "H", "H", "H", "H", "H", "H", "H", "H", "H", "H", "H", "H", "H", "H", "H", "H", "H", "H", "H", "H", "H", "H", "H", "H", "H", "H", "O", "C", "C", "C", "C", "C", "C", "N", "H", "H", "H", "H", "H", "H", "H", "H", "H", "H", "H", "F", "C", "C", "C", "C", "C", "C", "C", "H", "H", "H", "H", "H", "H", "Se", "Sb", "Se", "Se", "Se"],
  "xyz": [[-1.04382, -1.56876, 0.47888], [4.48546, -1.34610, -0.45759], [3.60454, -0.18950, -0.11517], [4.07211, 1.08703, -0.04825], [3.17718, 2.13140, 0.27094], [1.91460, 1.88446, 0.46902], [1.44327, 0.64941, 0.39326], [-0.15293, 0.58900, 0.65810], [-0.78451, 1.35433, -0.56443], [0.03988, 1.58556, -1.59652], [-0.44811, 1.93884, -2.74676], [-1.83808, 2.14443, -2.91771], [-2.68229, 1.96225, -1.87173], [-4.16050, 2.12288, -2.05442], [-2.13241, 1.51187, -0.62365], [-3.07244, 1.05732, 0.69998], [0.53528, 2.10153, -3.89670], [-0.01903, 1.40675, -5.14681], [1.88178, 1.46853, -3.54172], [0.73074, 3.59824, -4.17349], [-0.35862, 1.27902, 1.98626], [-0.48398, 2.64570, 1.99100], [-0.73280, 3.22466, 3.13793], [-0.85465, 2.52575, 4.34775], [-0.82216, 1.10860, 4.31420], [-1.07673, 0.29493, 5.54922], [-0.59546, 0.50873, 3.10533], [-0.59775, -1.21779, 2.84935], [-0.96212, 4.73561, 3.08057], [-2.42221, 5.01364, 3.46467], [-0.02635, 5.45520, 4.05952], [-0.72130, 5.28310, 1.67327], [2.21459, -0.41308, 0.14166], [1.54224, -1.96995, 0.15355], [3.55303, 3.60293, 0.41460], [3.22332, 4.03953, 1.84774], [2.70657, 4.41527, -0.57531], [5.03534, 3.84046, 0.13367], [5.51055, -1.01238, -0.62603], [4.11167, -1.85043, -1.35106], [4.46778, -2.08913, 0.34155], [5.11856, 1.28794, -0.24217], [-2.24047, 2.39147, -3.89244], [-4.41831, 3.18180, -2.14828], [-4.69682, 1.70983, -1.20499], [-4.46699, 1.60421, -2.96509], [-0.28343, 0.36917, -4.93626], [0.73932, 1.40926, -5.93525], [-0.90923, 1.90114, -5.53944], [1.76486, 0.39565, -3.37461], [2.29813, 1.90408, -2.63463], [2.58253, 1.62406, -4.36802], [-0.22247, 4.07920, -4.40830], [1.40458, 3.74392, -5.02362], [1.15745, 4.09801, -3.30001], [-1.07308, 3.04270, 5.27384], [-1.26638, 0.94898, 6.40348], [-0.22693, -0.34925, 5.78839], [-1.93812, -0.36291, 5.41383], [-2.63084, 4.68939, 4.48598], [-3.09328, 4.47038, 2.79609], [-2.63907, 6.08479, 3.38844], [-0.18318, 5.11943, 5.08581], [-0.20119, 6.53568, 4.02241], [1.01876, 5.26696, 3.80013], [-1.38103, 4.80293, 0.95065], [0.30317, 5.10049, 1.34650], [-0.90532, 6.36308, 1.66935], [2.17853, 3.82042, 2.07276], [3.40080, 5.11272, 1.96866], [3.84551, 3.50321, 2.56969], [1.64709, 4.20445, -0.42444], [2.96216, 4.15572, -1.60589], [2.88325, 5.48618, -0.43449], [5.67207, 3.28594, 0.82803], [5.26036, 4.90317, 0.25109], [5.30242, 3.55296, -0.88675], [-0.56535, -3.56436, 0.90943], [-0.18881, -4.63712, 0.41825], [-0.48522, -5.03447, -0.99475], [0.74852, -5.04697, -1.90239], [1.60197, -6.30201, -1.75626], [2.18279, -6.53325, -0.36152], [1.12859, -6.71433, 0.73149], [0.52269, -5.47414, 1.18723], [-1.21143, -4.32426, -1.37126], [-0.96613, -6.01813, -0.99729], [1.34352, -4.14870, -1.71944], [0.38843, -4.97194, -2.93041], [2.42274, -6.26238, -2.47807], [0.99363, -7.17436, -2.02770], [2.83394, -5.69966, -0.07972], [2.80233, -7.43628, -0.38080], [1.58144, -7.17186, 1.61078], [0.34700, -7.39772, 0.38555], [0.75794, -5.11070, 2.09739], [-4.15000, -7.65624, 0.80429], [-3.91822, -6.30388, 0.82385], [-3.51642, -5.71339, 2.00585], [-3.28345, -4.34538, 2.02057], [-3.42806, -3.55382, 0.87155], [-3.13051, -2.10616, 0.90144], [-3.84125, -4.20638, -0.29592], [-4.09132, -5.57180, -0.33058], [-3.39652, -6.31856, 2.89677], [-2.95918, -3.86901, 2.93894], [-3.33552, -1.69619, 1.88943], [-3.71322, -1.56057, 0.16463], [-3.95948, -3.62648, -1.20387], [-4.39135, -6.05847, -1.25042], [-2.70652, -4.81098, -4.07499], [-2.17563, -2.39898, -4.11488], [-1.24601, -1.54781, -1.97030], [-0.27149, -3.15521, -5.45700], [-3.74954, -0.82510, -5.00500]],
  "lowdin_spin": [0.048, 0.000, 0.000, 0.005, 0.000, 0.005, 0.008, 0.015, 0.002, 0.000, 0.000, -0.002, 0.000, 0.000, -0.002, 0.004, 0.000, 0.002, 0.000, 0.000, 0.206, 0.181, 0.017, 0.235, 0.102, 0.006, 0.115, 0.015, -0.006, 0.001, 0.001, 0.002, 0.007, 0.001, 0.000, 0.001, 0.000, 0.000, 0.000, 0.000, 0.000, 0.000, 0.000, 0.000, 0.000, 0.000, 0.005, 0.000, 0.000, 0.000, 0.000, 0.000, 0.000, 0.000, 0.000, 0.019, 0.001, 0.002, 0.002, 0.002, 0.000, 0.000, 0.002, 0.000, 0.000, 0.000, 0.000, 0.000, 0.000, 0.000, 0.000, 0.000, 0.000, 0.000, 0.000, 0.000, 0.000, 0.000, 0.000, 0.000, -0.001, 0.000, 0.000, 0.000, 0.000, 0.000, 0.000, 0.000, -0.002, 0.000, 0.000, 0.000, 0.000, 0.000, 0.000, 0.000, 0.000, 0.000, 0.000, 0.000, 0.000, 0.000, 0.004, 0.005, 0.000, 0.000, 0.001, 0.000, 0.005, 0.005, 0.486, -0.008, -0.002, 0.510, -0.006]
}

For the records above, the corresponding energy values read -3112.00785 -14031.32259 hartree.